C54H55CdMg2N16O15 | ωB97M-V/def2-TZVPD

```
143
Properties=species:S:1:pos:R:3:lowdin_charge:R:1
Cd -0.81433 -3.25645 -1.71597 1.3260
Mg -1.52525 -1.23094 2.91646 0.5385
Mg -1.53999 2.59187 0.15206 0.4951
O -2.00480 -3.65882 -0.00333 -0.1429
O -3.67509 -4.19408 1.28313 0.0848
O 0.40784 -2.38565 -3.28014 -0.1729
O 0.39671 2.32783 3.60028 0.0566
O -4.93601 0.52355 1.03844 0.0813
O 0.10616 -1.57472 -5.19291 -0.0215
O -0.97160 0.66840 3.51510 -0.0329
O -1.18263 2.28006 2.21183 -0.0593
O -0.42155 0.73086 -0.08314 -0.0255
O -3.09237 -0.15580 1.92589 -0.0615
O -0.33941 -0.91129 1.21406 -0.0413
O 1.28443 -0.50289 -3.84489 0.0169
O -2.06785 -3.04517 2.03166 -0.0949
O -3.10839 1.31196 0.42453 -0.0370
O -0.80813 -1.22938 -0.84745 -0.0513
N -2.61132 -3.66571 1.07610 -0.5229
N -3.73875 0.59861 1.12318 -0.5477
N 0.18053 -2.05955 3.68575 0.0384
N -2.67887 -1.59274 4.48441 0.0083
N -0.59975 1.78662 3.20076 -0.5045
N -2.65651 4.20050 0.44288 0.0114
N 0.79039 -3.71697 -0.48150 -0.0271
N -2.61655 -2.71959 -2.76989 -0.0202
N 0.20166 3.65993 0.06847 0.0377
N -1.96850 2.41640 -1.90779 0.0306
N 2.23302 3.84428 -4.56849 0.0589
N 3.08816 3.34318 3.82260 0.0178
N -0.53949 -5.17194 -2.46645 -0.0621
N 0.60366 -1.45005 -4.06261 -0.6234
N -0.50349 -0.48769 0.06062 -0.4753
N 2.87078 0.60987 -0.47771 0.0665
C 4.53296 2.59959 -5.59774 -0.0743
C -4.33098 5.36857 1.79141 -0.0318
C 0.77477 -4.69510 0.46921 -0.1360
C 1.22040 3.33539 -0.84745 -0.0665
C 3.89844 3.63259 4.89464 -0.1214
C 1.44852 -3.95052 4.58526 -0.0683
C 1.44164 -1.38687 3.70023 -0.0344
C -3.27967 2.54377 -2.26118 -0.1041
C -1.65514 1.45124 -4.16615 -0.0432
C 1.97803 -2.95473 -0.44734 -0.0736
C -4.99152 -1.66186 -3.91142 -0.0599
C 3.12912 4.47261 -5.37139 -0.1438
C 0.06696 -7.90414 -3.20165 -0.0588
C 2.65631 -1.97119 4.11312 -0.0412
C 5.10524 3.78271 2.93099 -0.0972
C -1.46438 -6.20310 -2.43267 -0.1017
C 2.66402 -3.29982 4.51716 -0.0733
C -2.96956 -2.99250 -4.11100 -0.0690
C -4.16568 -2.51004 -4.65585 -0.0500
C 3.07561 -3.23060 0.33302 -0.0385
C 0.49669 4.82835 0.73201 -0.1275
C -2.98319 1.67373 -4.53033 -0.0429
C 1.80868 -4.99010 1.26667 -0.0867
C -3.43381 -1.49828 6.88095 -0.0363
C -2.69221 5.33164 -0.42054 -0.0618
C 3.25209 0.72460 0.83928 -0.1277
C 3.78416 0.25368 -1.42612 -0.1222
C 2.56660 5.23561 -0.20657 -0.0602
C -4.34313 6.43762 0.88608 -0.0538
C -4.61880 -2.11374 6.53622 -0.0610
C 4.28272 3.90717 -5.89839 -0.0831
C 4.61001 0.58180 1.23988 -0.0708
C -3.47092 6.47412 -0.17590 -0.0458
C 2.48930 2.53055 -4.36271 -0.1620
C -3.47729 -1.87203 -2.11367 -0.1245
C 0.24798 -3.29009 4.31521 -0.0843
C 3.80436 3.41133 2.65512 -0.1740
C 5.59475 0.33381 0.25613 -0.0547
C 3.61484 1.85657 -4.81415 -0.0482
C 0.98166 -6.88992 -3.37324 -0.0505
C 5.14236 3.97616 4.36213 -0.1047
C -3.85066 2.16731 -3.53476 -0.0265
C 5.13261 0.07145 -1.05675 -0.0614
C -2.49496 -1.22922 5.83045 -0.0460
C 2.34937 4.16031 -1.08586 -0.0219
C -3.48427 4.30279 1.55883 -0.0699
C -4.87035 -2.41644 5.20061 -0.0409
C 2.95261 -4.25566 1.26405 -0.0589
C 0.62714 -5.55072 -3.10275 -0.0961
C -1.18302 1.79411 -2.91413 -0.0581
C -4.65474 -1.34329 -2.60942 -0.0529
C 1.65457 5.54529 0.77031 -0.0643
C -1.19885 -7.56297 -2.71451 -0.0416
C -3.88828 -2.26482 4.22869 -0.0630
H -0.12590 1.69960 -2.71422 0.0742
H -5.84990 -2.76941 4.91374 0.1132
H -3.66271 3.43636 2.17840 0.1187
H 6.00409 4.27062 4.94273 0.0821
H 2.08659 -2.10004 -1.09860 0.0899
H -2.41595 -5.99597 -1.96575 0.1047
H 1.46818 -0.36187 3.36099 0.0895
H 2.14350 3.01911 3.97322 0.0890
H 3.89936 0.86009 -4.51004 0.0891
H 1.16172 2.31088 -1.18411 0.0673
H -0.93839 1.01671 -4.84721 0.1032
H -0.25498 5.18803 1.41904 0.1123
H 1.34048 -4.97908 4.89636 0.1104
H 2.83071 5.47640 -5.63552 0.0982
H -4.88290 2.31245 -3.81730 0.1003
H -4.42751 -2.77973 -5.66833 0.1057
H -2.31291 -3.65513 -4.65518 0.1054
H 1.61701 2.08341 -3.90929 0.0702
H -3.17437 -1.11817 7.85799 0.1057
H -1.50148 -0.84993 6.01898 0.1082
H 5.88791 -0.22877 -1.76792 0.0945
H -4.20139 -2.27207 3.19510 0.1033
H 3.28790 3.11394 1.75444 0.0851
H -5.35933 -2.41271 7.26328 0.1127
H -3.39295 7.37798 -0.76186 0.1136
H 3.78289 -4.48171 1.91668 0.1149
H -1.96908 -8.29655 -2.52738 0.1070
H -5.82890 -1.14600 -4.35759 0.1109
H 3.09207 3.91905 -1.83191 0.0960
H -5.33853 -0.77282 -1.99838 0.1148
H -3.38487 1.28101 -5.45273 0.1108
H 3.45374 5.84734 -0.27846 0.1155
H 4.88882 4.44930 -6.60912 0.1047
H 0.26488 -8.92039 -3.50899 0.1133
H 3.38166 0.20667 -2.42721 0.0710
H 3.61057 -1.51615 3.89243 0.1066
H 1.93222 -7.06585 -3.85478 0.1092
H -3.31546 -1.65902 -1.06732 0.0933
H 6.62344 0.22648 0.56704 0.1021
H -3.92577 2.95082 -1.49746 0.0978
H 5.88513 3.87061 2.18906 0.0896
H 3.56918 -3.73997 4.90874 0.1163
H 5.39504 2.09677 -6.01054 0.1048
H -5.05675 5.47863 2.58359 0.1139
H 3.96794 -2.63085 0.43519 0.1065
H -0.63548 -3.90489 4.22612 0.1143
H 1.38108 -4.79775 -3.27884 0.1009
H 3.46307 3.62920 5.88299 0.1046
H 1.80313 6.47294 1.30303 0.1210
H 4.87657 0.80935 2.26143 0.0923
H -0.06656 -5.37175 0.44234 0.1131
H 1.64434 -5.81436 1.94490 0.1170
H 2.49842 0.83365 1.60510 0.0875
H -1.91269 5.46234 -1.15653 0.1164
H -4.95272 7.31004 1.06966 0.1139
```

## Properties
Total charge: +1
Lowest unoccupied orbital energy: -2.0 eV
Frontier orbital gap: 7.459 eV
HOMO energy: -9.50 eV

C54H55Cl2O4P | ωB97M-V/def2-TZVPD

```
116
Properties=species:S:1:pos:R:3:lowdin_charge:R:1
Cl 5.54684 2.71248 1.31629 0.7226
Cl 4.94000 2.82466 -1.75933 0.7097
P 1.79550 3.85606 1.83338 0.7402
O 0.60228 -1.63167 4.71212 0.1494
O -0.06522 3.07389 3.98305 0.1213
O -7.33592 1.93046 0.24741 -0.1975
O 2.18117 4.80045 2.90015 -0.4109
C -3.24382 -5.40876 2.55705 -0.1081
C 3.84563 2.09440 -0.64366 -0.7544
C -4.23221 -6.33113 2.87124 -0.0957
C -1.05089 -0.27856 3.71613 -0.0747
C 5.55026 -4.06962 -6.20514 -0.1093
C 3.14821 1.37702 1.57516 -0.2466
C 2.47272 -0.67742 2.64775 0.0359
C -2.25627 7.38009 3.11143 -0.0972
C 7.79922 -4.73286 -6.73057 -0.0932
C 2.76830 3.67324 -5.74771 -0.0945
C -5.52072 0.68028 -0.84888 -0.1762
C -1.43128 6.40524 3.65744 -0.0844
C 2.36975 1.31684 -6.01513 -0.0992
C -2.10401 -5.31757 3.34434 -0.1036
C 5.94489 -6.06507 -7.48473 -0.0966
C 5.97291 -0.40577 -2.28253 -0.1072
C 5.71573 -3.01102 -1.35614 -0.0885
C -4.08184 -7.15823 3.97572 -0.0951
C 0.78131 2.90830 -6.86497 -0.0971
C 7.31279 -5.84215 -7.40840 -0.0957
C 3.16643 2.35727 -5.55706 -0.1059
C -4.59958 -1.59742 3.37309 -0.1347
C -3.25378 5.63540 5.02627 -0.0985
C 4.10196 2.05069 0.65752 -0.7464
C -3.57924 7.48310 3.52228 -0.1051
C 1.17757 1.59234 -6.67045 -0.0976
C 2.61470 1.52540 -1.27089 -0.0791
C -1.93000 5.53554 4.61784 -0.0984
C -1.25068 1.09121 3.52041 -0.0826
C -4.07934 6.60893 4.47780 -0.1058
C -6.60616 1.75059 -0.95139 -0.2360
C 5.06314 -5.18006 -6.88024 -0.0948
C 5.66603 -1.43034 -3.16740 -0.0911
C 0.33338 -0.74585 3.95214 -0.3013
C -2.94294 -7.06475 4.76390 -0.0940
C -2.52630 1.60830 3.32707 0.0280
C -1.95217 -6.14577 4.44739 -0.0907
C -4.99391 -1.15994 0.88283 -0.1921
C -6.63464 2.65337 1.24286 -0.0974
C 5.53512 -2.73296 -2.70403 -0.0922
C 3.36089 0.02411 1.84709 0.0126
C -3.60197 0.73074 3.28399 -0.0022
C 1.16650 1.35433 2.93257 -0.0596
C -5.60169 -1.25407 2.27226 -0.2091
C 6.91792 -3.84447 -6.13071 -0.0961
C -0.05719 1.96791 3.53243 -0.3115
C 1.36650 -0.01397 3.16091 -0.0676
C 6.02110 -1.98564 -0.47052 -0.1000
C 2.07192 2.07831 2.13791 -0.1767
C 1.57510 3.94839 -6.40107 -0.0958
C 6.14740 -0.68224 -0.93315 -0.0994
C -2.13693 -1.14515 3.68336 0.0582
C -3.41499 -0.64953 3.44490 -0.1876
C -6.00353 -0.59779 -0.15354 -0.1734
H -6.75872 2.13489 2.19195 0.0769
H 0.55734 0.78148 -7.03020 0.0997
H 3.38822 4.48388 -5.38685 0.1012
H -7.04666 3.65379 1.34748 0.0866
H 5.52747 -1.21294 -4.22001 0.0955
H 5.56600 -6.92903 -8.01521 0.1001
H -4.22034 8.24574 3.09823 0.0969
H -1.86695 8.06235 2.36616 0.0985
H 6.38587 0.11994 -0.24406 0.0888
H -0.39870 6.31787 3.33920 0.0965
H 4.86140 -3.37754 -5.73640 0.0894
H -3.64276 4.95319 5.77216 0.0986
H 2.46048 4.11998 0.62367 0.0265
H -4.62346 1.09385 -0.39357 0.0970
H -6.17273 -0.35584 2.49707 0.0982
H -4.58776 1.12980 3.11316 0.1021
H 5.29394 -3.53127 -3.39353 0.0857
H -1.06297 -6.07390 5.06008 0.1028
H -6.33524 -2.06093 2.24297 0.1187
H -1.28604 4.78173 5.04103 0.0836
H 8.00036 -6.53417 -7.87719 0.1004
H 2.67506 1.59208 -2.35010 0.0575
H 6.07665 0.60856 -2.64090 0.0540
H 1.26365 4.97430 -6.54924 0.1005
H -7.31895 1.49247 -1.72758 0.1215
H -2.82782 -7.70826 5.62640 0.1010
H -6.94238 -0.42166 0.35961 0.1014
H -3.36130 -4.76080 1.69693 0.0953
H -6.13701 2.69817 -1.22919 0.1193
H -6.15194 -1.36063 -0.91157 0.1053
H 5.62141 -4.02751 -0.99639 0.1021
H 6.16607 -2.20406 0.58058 0.1009
H -4.62342 -2.13626 0.57699 0.1076
H 2.62755 -1.72382 2.85163 0.1268
H -5.11925 -6.40578 2.25538 0.1002
H 7.29693 -2.97792 -5.60352 0.0973
H -5.57070 2.71203 1.02064 0.0815
H 4.09781 2.14203 -5.04788 0.0897
H -1.96858 -2.20075 3.83587 0.1162
H 2.67859 0.29037 -5.86195 0.0970
H -4.12380 -0.50714 0.87493 0.0939
H -2.67159 2.67131 3.20454 0.1192
H 4.20911 -0.48233 1.41465 0.1094
H -5.07468 -1.67443 4.34691 0.1244
H -5.11159 6.68718 4.79574 0.0963
H 8.86595 -4.56054 -6.66968 0.1011
H 1.72599 2.07095 -0.95703 0.0829
H -4.19041 -2.57685 3.12617 0.0971
H 3.99649 -5.35596 -6.93515 0.1003
H -0.14661 3.12352 -7.37889 0.1000
H -1.33218 -4.59867 3.09788 0.0959
H -5.25623 0.43360 -1.87629 0.1102
H 2.47885 0.48086 -1.00234 0.0912
H 0.41673 3.90982 1.53635 0.0297
H -4.85310 -7.87631 4.22247 0.1005
```

## Properties
Total charge: 0
SMILES string: COCCCCCCc1ccc2c(c1)C(=O)c1ccc(/C(Cl)=C(\C)Cl)c([PH2]=O)c1C2=O.c1ccccc1.c1ccccc1.c1ccccc1.c1ccccc1.c1ccccc1
Lowest unoccupied orbital energy: -1.0 eV
Frontier orbital gap: 8.092 eV
HOMO energy: -9.09 eV

C54H55F9IrN5O | ωB97M-V/def2-TZVPD

```
125
Properties=species:S:1:pos:R:3:lowdin_spin:R:1
Ir -0.39531 0.33986 -0.06389 0.0407
F 0.63401 0.64266 -4.12097 0.0001
F 0.79766 3.96948 -1.75502 0.0023
F 3.98101 1.24217 -1.69552 0.0005
F 2.27039 4.31115 -3.29409 0.0001
F 0.08550 2.72933 -4.03858 0.0001
F 2.89441 3.76099 -1.29870 0.0003
F 1.90334 2.13310 -5.02893 0.0000
F 3.33762 0.34362 -3.54020 0.0000
F 4.13530 2.35800 -3.52977 0.0001
O 1.37225 1.28348 -1.59760 0.0042
N 0.72441 -1.58904 -0.42274 0.0126
N -1.27901 2.06015 0.59016 0.1105
N 1.38157 1.05614 1.05863 0.0112
N -2.00289 -0.68803 0.64564 0.0173
N -4.89496 0.80634 -5.97098 0.0005
C -2.20189 -2.03091 0.59508 0.0746
C 2.58350 0.46234 1.14622 0.0968
C 0.65642 3.39703 1.21104 0.1026
C 1.11441 -3.87246 0.10430 0.0256
C -4.22345 -1.13968 0.95429 0.0618
C 1.68346 -2.74438 -2.57063 0.0003
C -4.81453 4.08499 2.46169 0.0006
C 3.74163 -3.77889 -3.28977 0.0003
C -2.30771 -0.76447 -2.21810 0.0011
C -3.55815 -2.34611 0.82115 0.0120
C 1.65568 -4.92154 -3.61814 0.0004
C -1.62372 0.33390 -1.67674 -0.0020
C -2.89005 3.67711 0.88198 -0.0098
C 0.98517 -3.84857 -3.04955 0.0020
C 2.82714 -0.90554 0.81596 -0.0044
C -2.62384 2.26775 0.68602 -0.0240
C -1.19479 -3.01015 0.33683 -0.0019
C 0.07903 -2.84844 -0.03541 0.0497
C 3.35339 1.50026 -2.84404 0.0002
C -4.25379 4.26873 1.04813 -0.0004
C 5.89437 0.87089 0.63920 0.0007
C -3.25039 -0.12065 0.80938 0.0113
C 3.58581 1.36497 1.58736 0.0237
C -3.54711 1.25068 0.76328 0.1625
C 1.96164 3.52769 -2.23869 0.0002
C 3.38448 4.21048 3.57050 0.0040
C 3.63812 -3.85009 0.49931 0.0016
C -2.67094 1.69736 -3.40683 -0.0001
C 2.96835 2.59202 1.68449 0.0675
C 3.58194 3.89667 2.08554 0.0075
C 3.96851 -4.03453 1.98400 0.0007
C -1.38617 5.71614 1.32428 -0.0043
C -1.67761 4.28389 1.00078 -0.0324
C -1.84510 1.56706 -2.30641 0.0023
C 2.29519 -3.24324 0.24225 0.0202
C -1.13868 5.95322 2.81730 -0.0011
C 0.83231 -5.33846 0.19369 0.0027
C 2.04466 -1.79808 0.20049 0.0590
C 0.43680 -5.81343 1.59685 0.0011
C 5.01675 1.03047 1.88129 0.0007
C 3.03886 -4.89372 -3.72917 0.0010
C -4.04934 -4.31973 2.31946 0.0002
C -3.32663 0.58423 -3.92678 0.0008
C 1.11969 1.87483 -3.95990 0.0000
C -4.19266 0.70915 -5.06430 0.0002
C -0.67124 3.24906 0.88226 0.0072
C -3.13526 -0.65495 -3.32138 -0.0007
C 1.60109 2.38229 1.34044 0.0322
C 0.94810 -1.59189 -1.95002 0.0109
C -4.13252 -3.72657 0.91085 -0.0008
C -5.67777 -0.91483 1.22266 0.0076
C 3.06693 -2.70965 -2.72197 0.0021
C 1.88360 2.00007 -2.58244 0.0005
C -5.97323 -0.60437 2.69250 0.0041
H -3.01275 -4.36554 2.65833 0.0003
H 1.24284 -5.62998 2.30659 0.0001
H 1.72226 -5.88517 -0.12794 0.0002
H 3.56570 -5.72876 -4.17425 0.0001
H -2.22610 -1.74077 -1.75609 0.0003
H 4.96625 -4.45914 2.10669 0.0000
H 4.40341 -3.23155 0.02213 0.0002
H -0.30604 5.34755 3.17560 0.0009
H -6.24409 -1.79794 0.91558 0.0005
H -0.91157 7.00196 3.01745 -0.0002
H 3.61013 -1.83490 -2.38426 0.0005
H 0.04329 -5.59452 -0.52012 0.0005
H 3.82319 5.17391 3.83928 0.0005
H -6.04822 -0.09443 0.60147 0.0013
H 3.25433 -4.70893 2.45558 0.0001
H 5.43627 1.81563 2.51616 -0.0002
H -5.41510 0.27591 3.01512 0.0000
H -1.33799 2.44966 -1.94226 -0.0001
H 0.22285 -6.88350 1.59627 0.0001
H 5.87354 1.77766 0.03424 0.0000
H 4.81853 -3.74034 -3.39753 0.0000
H -4.17593 4.57933 3.19475 0.0001
H 3.68065 -4.82250 0.00200 0.0002
H -0.04518 -1.52764 -2.37771 0.0003
H -4.59480 -3.69750 3.03048 0.0000
H -0.09573 -3.86629 -2.96144 0.0005
H 3.93086 -3.09004 2.52654 -0.0001
H 4.64960 3.88171 1.85193 0.0005
H -4.46647 -5.32854 2.35587 0.0000
H 1.45262 -0.64833 -2.13247 0.0003
H 2.32161 4.23545 3.81716 -0.0002
H 6.92939 0.66078 0.91787 0.0002
H 5.06572 0.11362 2.47936 0.0006
H -4.21566 5.33470 0.81147 0.0004
H -2.01822 5.67681 3.40035 0.0000
H 1.09892 -5.77663 -3.98092 0.0000
H 0.99633 4.40507 1.41189 0.0051
H 5.53717 0.05742 0.00620 0.0001
H 3.84396 3.43857 4.19036 0.0000
H -2.80361 2.66442 -3.87511 -0.0001
H -3.62339 -4.39152 0.20768 0.0002
H 3.77638 -1.29787 1.16474 -0.0018
H 3.16065 4.70476 1.48179 0.0012
H -4.58926 1.52601 0.85328 0.0099
H -0.44437 -5.29113 1.96750 0.0000
H -7.03664 -0.41616 2.85571 0.0004
H -5.67037 -1.43465 3.33260 0.0001
H -4.85885 3.02833 2.72741 0.0008
H -0.51897 6.05303 0.74973 -0.0008
H -5.81947 4.50263 2.54612 -0.0001
H -2.22623 6.33366 0.99768 -0.0001
H -5.17721 -3.70377 0.58963 -0.0003
H -3.64590 -1.52716 -3.71072 -0.0001
H -1.48589 -4.03115 0.54983 -0.0015
H -4.93818 3.82046 0.32235 -0.0003
```

## Properties
Total charge: -1
<S²>: 0.860
Lowest unoccupied orbital energy (alpha / beta): 1.9 / 1.3 eV
Frontier orbital gap (alpha / beta): 5.172 / 5.741 eV
Energy relative to the best compared isomer or geometry (same formula, charge and spin): 39.86 kcal per mole
HOMO energy (alpha / beta): -3.23 / -4.39 eV
2S+1: 2

no.,total energy (eV)
1,-126881.6255
2,-99413.4359
3,-93689.6856